# C18H28MnN3O5S2SeTe

A structure of composition C18H28MnN3O5S2SeTe at a distorted geometry (ωB97M-V with the def2-TZVPD basis set, the Open Molecules 2025 dataset).

Each line ends with the Mulliken spin population.
Element x y z (Å)
Mn (0.0214, -0.8272, 1.1849)  1.0206
C (2.5483, -2.4541, 0.5771)  0.0048
C (1.3332, -2.8589, -0.2775)  -0.0134
N (0.1008, -2.7976, 0.5216)  -0.0132
C (-0.0124, -3.8656, 1.5311)  0.0013
C (-0.6558, -3.3364, 2.8188)  -0.0003
N (-0.2062, -1.9756, 3.1464)  -0.0027
C (1.0451, -1.8471, 3.8952)  -0.0056
C (2.2686, -2.1421, 3.0314)  0.0079
N (2.1575, -1.5515, 1.6851)  -0.0154
H (3.2758, -1.9587, -0.0643)  0.0016
H (3.0343, -3.3430, 0.9814)  -0.0004
H (1.4885, -3.8514, -0.7104)  0.0027
H (1.2159, -2.1570, -1.1019)  0.0015
H (-0.6818, -2.8586, -0.1366)  0.0076
H (0.9787, -4.2665, 1.7400)  -0.0001
H (-0.6191, -4.6859, 1.1464)  0.0002
H (-0.4526, -4.0342, 3.6377)  0.0001
H (-1.7348, -3.2879, 2.6721)  -0.0029
H (-0.9337, -1.5169, 3.6796)  0.0036
H (1.0657, -2.5131, 4.7651)  -0.0004
H (1.0927, -0.8162, 4.2480)  -0.0008
H (2.3911, -3.2201, 2.9401)  0.0004
H (3.1487, -1.7638, 3.5537)  0.0002
H (2.7180, -0.7113, 1.6507)  -0.0015
Te (0.6216, 0.8316, -2.7962)  -0.0004
C (0.0415, -0.6642, -4.1185)  -0.0002
C (-1.1939, -0.8325, -4.6857)  0.0001
C (-1.2009, -1.8450, -5.6712)  0.0000
C (0.0254, -2.4144, -5.8514)  0.0000
S (1.2039, -1.7456, -4.8125)  0.0001
H (-2.0610, -0.2623, -4.3859)  0.0001
H (-2.0807, -2.1349, -6.2267)  0.0000
H (0.2989, -3.1849, -6.5551)  0.0000
C (-0.3660, 5.9111, -2.4374)  0.0000
C (-0.5775, 4.8351, -1.4118)  -0.0002
C (-1.8522, 4.3744, -1.1105)  0.0002
C (-2.0486, 3.4313, -0.1120)  -0.0003
C (-0.9539, 2.9416, 0.5767)  0.0043
C (0.3360, 3.3460, 0.2610)  -0.0008
C (0.5162, 4.2977, -0.7255)  0.0001
S (-1.2188, 1.8592, 1.9724)  0.0016
C (-0.6898, 3.1133, 3.1701)  0.0004
O (0.0054, 0.9190, 2.0263)  -0.0018
H (-1.2073, 5.9762, -3.1247)  0.0000
H (0.5460, 5.7393, -3.0097)  0.0000
H (-0.2639, 6.8745, -1.9337)  0.0000
H (-2.7062, 4.7523, -1.6575)  0.0000
H (-3.0455, 3.0869, 0.1333)  0.0001
H (1.1807, 2.9398, 0.8042)  -0.0002
H (1.5159, 4.6392, -0.9684)  0.0000
H (0.3029, 3.4655, 2.9021)  -0.0003
H (-0.6843, 2.6495, 4.1549)  -0.0001
H (-1.4106, 3.9292, 3.1439)  -0.0003
O (-1.6957, -1.9826, -1.3888)  0.0003
Se (-1.6417, -0.4465, -0.9713)  -0.0027
O (-2.3941, 0.5616, -1.9205)  -0.0002
O (0.0635, -0.0300, -1.0036)  0.0095
O (-1.9536, -0.2907, 0.6179)  -0.0047

Results
Energy (eV): -159449.5398
Orbital gap (spin up / spin down) (eV): 7.738 / 7.760
Total charge: +1
Relative energy (zero: lowest compared OMol25 entry of this formula, charge and spin) (kJ/mol): 0.0
<S²>: 0.989
Multiplicity: 2
LUMO (spin up / spin down) (eV): -3.1 / -3.1
Max |F| (eV/A): 2.00